[1]
A 14-piece molecular cluster, C44H124N8O14 overall in a non-equilibrium geometry, computed with wB97M-V/def2-TZVPD.

strongest force on any atom = 0.0520 Eh/bohr
E = -88214.26523 eV
E_HOMO = -9.1 eV
frontier orbital gap = 9.25 eV

Each line ends with the Löwdin charge.
Element x y z (Å)
H: -11.2348 7.7072 -5.9842  0.073
C: -16.3204 20.7796 -6.9772  -0.390
O: -11.5127 10.0057 -11.4569  -0.191
H: -1.8370 16.1048 3.9621  0.066
O: -9.5422 14.1184 11.5261  -0.101
H: -18.6740 12.1207 6.2691  0.131
H: -1.0298 8.7571 6.2778  0.091
H: -20.5220 12.4140 -6.0401  0.073
H: -12.6962 11.3037 -9.4184  0.119
C: -10.3873 18.4134 -6.9468  -0.319
C: -3.7660 15.4706 3.5773  -0.436
H: -4.7621 16.6109 5.0985  0.081
H: -12.5626 13.4830 -2.0875  0.063
H: -12.5262 20.7068 0.7660  0.066
C: -9.4868 13.5728 9.1311  -0.066
C: -17.6283 10.1554 2.7933  -0.096
H: -12.6807 8.6256 -10.3117  0.084
C: -17.7446 14.3867 -10.2919  -0.112
H: -14.3561 19.8060 1.8754  0.103
O: -11.2585 17.3133 -6.8234  -0.086
H: -17.0554 14.0940 6.1525  0.067
C: -17.2815 10.7488 5.0830  -0.196
C: -14.1136 15.3306 -1.2505  -0.063
H: -11.1178 16.8861 -5.9753  0.081
N: -12.0126 14.1998 -1.6359  0.021
H: -8.9059 15.4766 10.1143  0.098
H: -12.8649 23.0516 -8.4729  0.089
H: -11.4498 8.5889 -3.6808  0.110
H: -21.8389 14.2719 1.7494  0.070
H: -18.0630 13.0738 -5.8999  0.131
C: -5.1936 6.2044 6.3442  -0.068
H: -9.1479 23.1040 4.6517  0.077
H: -6.1090 5.9491 6.8780  0.070
O: -6.9976 6.3774 0.3080  -0.051
H: -10.7317 19.3347 -6.4770  0.107
H: -8.4729 20.2965 5.2553  0.123
H: -22.8212 15.2914 0.7456  0.078
H: -20.5726 14.6779 -0.3678  0.107
O: -14.5662 21.8333 2.2046  -0.078
H: -10.1324 19.5724 7.3000  0.137
H: -5.6133 14.9507 2.7110  0.121
H: -17.1752 12.4600 7.9023  0.074
H: -6.8224 9.0084 0.9188  0.073
O: -14.4557 22.0588 -7.9206  -0.203
H: -13.5033 14.5991 1.3506  0.121
H: -16.2006 10.6348 5.0013  0.124
H: -19.7323 14.8026 -7.2189  0.065
C: -17.6236 11.9356 6.0440  -0.443
H: -12.0872 20.6180 5.5865  0.072
H: -13.0083 8.7600 -12.0794  0.085
C: -19.8378 12.3904 -6.8882  -0.071
H: -13.9079 16.0810 -2.0138  0.078
H: -18.1838 10.4626 1.9072  0.083
C: -7.0123 7.4697 -0.5206  -0.392
H: -16.2007 13.1387 4.8734  0.076
H: -12.1917 6.5272 -5.0616  0.070
O: -18.4384 14.2282 -9.0712  -0.206
H: -21.5934 14.3662 -2.2617  0.090
C: -21.4427 14.0219 -0.3940  -0.378
C: -17.1298 13.2871 5.4236  -0.055
C: -10.7366 18.4720 5.5236  -0.056
H: -6.4360 7.4832 4.3010  0.066
H: -17.9574 13.6695 4.8261  0.069
H: -9.7351 12.5353 9.3546  0.069
C: -10.4367 19.8048 6.2795  -0.442
H: -16.9537 14.1802 -7.6759  0.114
H: -3.9398 7.7230 4.1572  0.121
H: -4.3592 6.0245 7.0221  0.071
C: -14.5398 20.7262 1.3210  -0.336
H: -13.6736 9.8707 -10.9505  0.074
H: -3.5489 15.5296 5.7748  0.078
O: -11.6348 13.6027 1.2022  -0.199
H: -7.6676 7.2412 -1.3611  0.107
H: -8.4832 8.7032 0.5551  0.076
O: -12.7320 9.7470 -4.7800  -0.067
H: -12.0248 10.0967 -5.3270  0.088
N: -11.0616 12.2000 -8.4370  0.031
H: -5.0328 15.2649 -0.7904  0.085
H: -10.6388 9.7513 -9.7173  0.119
H: -11.5214 13.0372 -8.1087  0.060
H: -9.4144 14.8160 12.1731  0.073
H: -6.2600 14.5344 0.2374  0.084
H: -12.5299 13.6311 -10.1222  0.074
H: -17.4206 13.4614 -10.7683  0.083
H: -13.5725 20.2771 -0.6132  0.069
N: -15.6591 19.4651 -6.9721  0.022
C: -18.6999 13.4046 -6.7203  -0.453
H: -20.4813 12.6258 -7.7360  0.075
H: -17.2644 10.9061 7.7250  0.071
H: -9.8946 21.1145 4.5867  0.117
N: -2.6330 16.4064 3.4186  0.033
H: -3.4243 14.4401 3.4806  0.129
O: -17.9200 11.0708 3.8584  -0.197
N: -11.6412 20.5095 6.4862  0.030
H: -15.9067 21.0688 -9.1307  0.115
H: -5.0260 14.8723 5.1579  0.074
C: -13.4535 20.9408 0.2432  -0.079
H: -23.0502 13.4884 0.8118  0.074
H: -13.0691 7.6715 -6.0271  0.076
C: -8.5435 22.8900 5.5332  -0.089
H: -11.5288 17.9356 6.0459  0.071
H: -9.8003 17.8189 -9.0385  0.070
O: -22.1925 14.2571 -1.5196  -0.060
H: -7.4782 9.5758 -0.5871  0.078
H: -12.1714 15.7678 -0.3575  0.131
H: -9.4614 18.0483 -6.5024  0.107
C: -10.8936 10.5985 -10.3541  -0.226
O: -4.4471 15.3615 1.1505  -0.186
H: -13.3977 13.0414 0.3914  0.122
H: -5.2053 16.7222 2.4535  0.129
H: -10.9149 13.3432 -10.8477  0.077
H: -10.2050 12.6062 -8.7852  0.058
H: -18.4279 14.7731 -11.0481  0.084
H: -14.6525 19.5473 -6.9749  0.066
H: -17.3889 20.7221 -7.1852  0.128
H: -19.4385 11.3905 -7.0580  0.073
C: -11.7518 12.7168 2.2462  -0.150
H: -14.7507 14.4859 -1.5128  0.080
O: -9.2505 21.8806 6.2730  -0.231
H: -9.9765 11.0627 -10.7168  0.124
C: -5.2886 7.6693 5.9153  -0.437
C: -12.7695 9.3001 -11.1633  -0.075
H: -13.7380 22.3272 -9.9089  0.083
H: -6.0894 16.2385 0.1140  0.081
N: -19.3328 14.6186 -6.3097  0.038
H: -16.4689 20.7242 -4.7645  0.070
H: -4.3047 9.2619 4.9010  0.116
H: -10.7225 12.3819 2.3746  0.095
H: -6.0379 7.6577 -0.9717  0.112
H: -12.3330 11.8237 2.0167  0.081
H: -16.5652 10.1135 2.5563  0.082
C: -10.1320 18.6662 -8.4383  -0.092
C: -12.3480 8.5342 -4.2960  -0.381
C: -17.7848 13.5527 -7.9976  -0.172
H: -7.7690 14.2921 10.4724  0.095
H: -16.9472 15.1259 -10.2156  0.085
N: -16.9167 11.7295 7.2546  0.010
C: -12.9239 13.9853 0.6610  -0.167
H: -17.3942 12.5997 -8.3544  0.119
H: -5.0476 5.5223 5.5066  0.080
H: -5.4257 8.3376 6.7654  0.131
C: -1.7218 8.7840 5.4361  -0.121
H: -12.3175 12.6552 -11.6174  0.076
H: -8.6250 23.8197 6.0964  0.091
H: -21.0292 13.0140 -0.3599  0.108
H: -17.9788 9.1478 3.0170  0.081
H: -18.5661 15.2730 -6.2454  0.073
C: -13.8220 22.8194 -8.9400  -0.108
C: -11.8968 12.9149 -10.6460  -0.060
H: -12.2486 13.1382 3.1201  0.089
H: -15.4885 20.6286 0.7933  0.104
H: -13.2362 8.2322 -3.7410  0.116
H: -16.6444 22.2643 -5.3593  0.070
H: -7.2646 7.2443 5.6504  0.066
H: -9.3487 19.3956 -8.6447  0.067
H: -11.0115 19.0770 -8.9342  0.065
C: -4.2776 15.6427 4.9721  -0.090
H: -15.0453 21.5529 -5.3300  0.073
H: -7.5776 22.5007 5.2114  0.088
H: -6.5203 5.7005 -0.1775  0.089
C: -4.0580 8.2227 5.1186  -0.170
C: -12.7803 14.8996 -0.6094  -0.421
H: -11.3696 21.4715 6.6308  0.067
C: -22.3395 14.3143 0.7821  -0.090
H: -14.3319 23.7595 -9.1504  0.080
H: -13.4885 21.9914 -0.0450  0.074
H: -15.5007 21.8855 2.4180  0.078
C: -7.4915 8.7327 0.1037  -0.093
H: -2.3966 16.1219 2.4788  0.057
H: -1.2987 8.2924 4.5601  0.086
C: -11.7265 11.7274 -9.6798  -0.421
H: -9.9304 17.7440 5.4333  0.068
C: -4.8574 15.6893 2.4443  -0.199
C: -5.5065 15.3206 0.1897  -0.106
H: -11.0823 18.6462 4.5046  0.069
C: -15.7900 21.6309 -8.2042  -0.191
C: -16.0889 21.3508 -5.5714  -0.077
H: -16.4491 22.4943 -8.2947  0.112
C: -12.1626 7.5512 -5.4339  -0.090
C: -9.4574 20.6987 5.4944  -0.192
O: -2.8490 8.1044 5.8783  -0.203
H: -15.8368 18.9149 -7.8002  0.060
H: -10.4048 14.1373 8.9672  0.068
H: -11.3751 13.6080 -1.1227  0.053
H: -2.0263 9.8119 5.2387  0.084
H: -17.6826 9.8499 5.5511  0.117
H: -14.6727 15.9025 -0.5101  0.066
H: -8.7910 13.5915 8.2923  0.065
C: -8.8393 14.4044 10.2992  -0.299
N: -6.5504 7.8304 5.2425  0.017

***

[2]
C22H15F9NO6S4 as an isolated structure in a non-equilibrium geometry, computed with wB97M-V/def2-TZVPD.

charge = -1
strongest force on any atom = 0.0526 Eh/bohr
E = -104628.27103 eV
E_HOMO = -6.0 eV
frontier orbital gap = 7.31 eV

Each line ends with the Löwdin charge.
Element x y z (Å)
S: 0.3565 1.2165 -2.4038  1.041
H: -6.8334 0.0312 0.5724  0.091
H: -5.0759 -0.0204 2.3625  0.101
H: -6.2346 0.9466 -1.7182  0.100
H: 0.4807 -1.1279 -2.8914  0.106
S: -1.4327 -1.6771 -1.7315  0.850
F: 2.8331 -5.1026 0.9298  0.109
C: -4.8491 0.3221 1.3615  -0.053
H: 4.1841 -1.8834 -1.1686  0.118
O: -0.2903 1.0340 4.3277  -0.341
F: 1.9627 0.7970 -4.5538  0.086
C: 1.7643 1.6467 -3.5241  -0.793
C: 2.0309 4.1584 2.1448  -0.086
O: -3.0864 0.5896 3.6971  -0.333
O: -2.2247 2.4455 2.2625  -0.334
S: 0.1709 0.5244 3.0383  0.581
H: 3.9203 2.0944 0.1480  0.106
H: -3.8451 1.3494 -2.2364  0.101
H: -0.1212 -1.1985 1.0583  0.062
C: 2.2930 1.4615 1.4608  -0.062
O: 0.9971 -0.6526 3.0398  -0.331
C: 3.1577 2.4097 0.8925  -0.088
C: 0.1337 -0.5875 -1.9291  -0.469
H: 3.7266 4.4831 0.8376  0.090
S: -2.4270 1.0219 2.4743  0.554
O: -2.7243 -1.0448 -1.9874  -0.285
H: 2.4103 0.4020 1.2193  0.087
F: 4.5153 -3.7931 1.4460  0.110
C: -5.4784 0.8622 -0.9207  -0.101
C: -5.8397 0.4047 0.3529  -0.077
F: 4.2610 -4.5036 -0.6163  0.104
C: 3.0344 3.7611 1.2482  -0.103
C: 1.2463 1.8512 2.3413  -0.209
C: 1.0380 -0.8407 -0.7545  -0.297
F: -1.2408 -2.5583 -4.2647  0.120
C: -1.2487 -3.0792 -3.0195  -0.607
C: 3.5766 -4.0447 0.4775  -0.503
C: -3.5435 0.7333 1.0851  -0.266
C: 2.7306 -2.8041 0.1839  -0.106
H: 1.3441 -3.1429 1.7593  0.138
H: 2.7242 -0.1808 -2.0180  0.104
H: -2.1389 1.3648 -0.4227  0.100
C: -3.1787 1.1345 -0.1934  -0.088
H: 1.9738 5.2226 2.4250  0.102
H: 0.2957 3.5256 3.3146  0.111
C: 0.7774 -1.4464 0.4949  -0.070
F: 2.9910 1.9230 -3.0117  0.084
C: 3.2020 -1.8288 -0.7191  -0.015
C: 1.5715 -2.5366 0.8905  0.020
F: -2.1474 -4.0724 -2.9532  0.157
F: 1.2536 2.8471 -4.0374  0.006
C: -4.1437 1.1341 -1.2122  -0.114
C: 2.3683 -0.8432 -1.2005  -0.074
F: -0.0320 -3.6055 -2.7408  0.112
N: -1.1770 0.0543 2.2147  -0.323
C: 1.1243 3.2204 2.6753  -0.050
O: -1.1363 -2.3978 -0.5074  -0.271

***

[3]
A single C4H5NO2 molecule in a non-equilibrium geometry, computed with wB97M-V/def2-TZVPD.

strongest force on any atom = 0.0634 Eh/bohr
E = -9812.58447 eV
E_HOMO = -9.3 eV
frontier orbital gap = 10.12 eV
structure (SMILES) = OCc1cocn1

Each line ends with the Löwdin charge.
Element x y z (Å)
C: -0.5447 -0.5116 -2.0756  -0.214
O: 0.8106 -0.6833 -1.9927  0.032
C: -0.1191 -0.0961 -0.0830  -0.239
H: 2.0218 -0.6986 -0.4011  0.107
C: -0.4043 0.2536 1.3398  -0.209
N: -1.1534 -0.1651 -1.0233  0.137
H: 0.6165 1.5394 2.6783  0.112
H: -0.4950 -0.6189 1.9742  0.119
H: -1.3126 0.7705 1.3582  0.099
H: -1.1624 -0.4050 -2.9630  0.136
C: 1.0765 -0.3961 -0.6608  -0.006
O: 0.6662 1.0111 1.8490  -0.072

***

[4]
A single C22H20N2O4 molecule in a non-equilibrium geometry, computed with wB97M-V/def2-TZVPD.

strongest force on any atom = 0.0240 Eh/bohr
E = -34308.16754 eV
E_HOMO = -8.1 eV
frontier orbital gap = 8.23 eV
structure (SMILES) = O=C(c1ccccc1)c1ccc(N2CCOCC2)c(NC(=O)c2ccco2)c1

Each line ends with the Löwdin charge.
Element x y z (Å)
C: -2.0063 0.7465 4.0405  -0.189
C: 2.4039 -2.6482 -0.5479  -0.097
H: 1.5639 -3.2989 -0.6927  0.125
H: 0.2258 -1.5079 4.7057  0.128
H: -0.6809 -1.3177 3.1753  0.131
N: 0.0512 1.2800 2.7737  -0.092
H: -1.1468 1.4484 -5.2093  0.119
H: 2.0068 0.8053 -1.3087  0.138
C: 0.7372 0.2696 3.5640  -0.123
C: -0.1214 0.8622 -1.4094  -0.146
C: -1.0543 1.8366 3.5286  -0.136
H: -0.6205 2.3459 4.3970  0.131
C: -3.5839 -0.8577 -4.7845  -0.083
C: -1.2894 1.0630 -0.6773  -0.025
C: 1.1551 0.9901 0.6429  -0.164
N: 2.4003 1.0540 1.2909  0.132
H: 1.5144 -0.2171 2.9795  0.117
H: 5.3628 -1.2898 -0.5792  0.122
C: -1.2386 1.2108 0.6924  -0.001
C: -1.3382 0.1695 -3.5131  -0.159
C: -2.8565 0.1600 -5.3805  -0.074
H: 2.5147 1.8070 1.9592  0.166
C: 1.0962 0.8759 -0.7322  0.060
H: -2.2421 1.1215 -1.1819  0.119
C: -2.0660 -0.8621 -2.9251  -0.042
C: -0.2639 -0.7888 4.0476  -0.181
C: 3.5380 0.3502 1.0249  -0.421
H: -3.7393 -2.1786 -3.1072  0.103
C: -3.1813 -1.3738 -3.5631  -0.076
H: -1.7430 -1.2765 -1.9809  0.116
H: -2.1635 1.3649 1.2256  0.101
H: 1.1886 0.7605 4.4327  0.134
H: -2.5059 0.2492 3.1948  0.119
H: -4.4601 -1.2551 -5.2753  0.102
H: 4.1289 -3.4865 -1.5873  0.104
O: 2.2049 -1.5502 0.1909  0.035
O: 4.6127 0.7020 1.4719  0.085
O: 0.8632 1.0202 -3.5477  0.104
C: -1.7320 0.6632 -4.7541  -0.014
C: -0.0323 1.1334 1.3976  -0.154
H: -3.1639 0.5559 -6.3370  0.104
C: 3.3858 -0.8873 0.2434  -0.201
H: -1.5863 2.5724 2.9265  0.124
C: 3.6944 -2.7203 -0.9794  -0.041
H: -2.7605 1.1721 4.7044  0.128
C: 4.3399 -1.5796 -0.4575  0.018
O: -1.3041 -0.2100 4.8020  -0.129
C: -0.1075 0.7160 -2.8806  -0.319

***

Computed molar mass (g mol⁻¹) in order:
989.5 688.6 99.1 376.4